The following is a quantum chemistry calculation of a structure of composition C36H56AsO5PRuS3SiTe at a distorted geometry, from the OMol25 dataset.

Geometry as XYZ:
```
105
Properties=species:S:1:pos:R:3
Ru 0.042 -0.557 0.175
C 4.536 1.358 4.283
C 3.833 1.802 3.015
O 2.479 1.344 3.001
P 2.107 -0.010 2.254
S 0.266 -0.509 2.864
S 2.642 0.103 0.307
O 3.176 -1.023 2.904
C 3.097 -2.375 2.480
C 4.354 -3.105 2.906
H 5.573 1.682 4.274
H 4.509 0.276 4.356
H 4.031 1.775 5.149
H 4.346 1.425 2.124
H 3.769 2.892 2.965
H 2.986 -2.408 1.382
H 2.204 -2.819 2.937
H 5.218 -2.731 2.359
H 4.230 -4.167 2.708
H 4.520 -2.950 3.970
C 0.204 -0.356 -4.654
C 0.658 0.418 -3.416
C 0.717 1.915 -3.713
C 2.038 -0.073 -2.976
O -0.245 0.172 -2.329
Si -1.876 0.398 -2.307
S -2.286 0.036 -0.247
O -2.183 1.902 -2.808
C -3.339 2.481 -3.401
C -3.470 1.982 -4.843
C -4.597 2.123 -2.613
C -3.112 3.994 -3.375
O -2.672 -0.568 -3.344
C -3.128 -1.912 -3.365
C -2.301 -2.788 -2.434
C -3.016 -2.409 -4.809
C -4.590 -1.916 -2.914
H 0.885 -0.168 -5.480
H -0.799 -0.052 -4.938
H 0.194 -1.423 -4.441
H 1.570 2.114 -4.356
H 0.836 2.467 -2.782
H -0.195 2.252 -4.196
H 2.684 -0.204 -3.839
H 1.944 -1.028 -2.453
H 2.505 0.635 -2.295
H -3.458 0.897 -4.848
H -2.639 2.345 -5.443
H -4.400 2.334 -5.282
H -4.797 1.059 -2.691
H -5.446 2.681 -3.003
H -4.462 2.364 -1.562
H -2.211 4.244 -3.929
H -2.992 4.334 -2.349
H -3.958 4.505 -3.825
H -1.245 -2.710 -2.679
H -2.603 -3.829 -2.512
H -2.439 -2.456 -1.407
H -1.978 -2.492 -5.115
H -3.521 -1.721 -5.483
H -3.473 -3.391 -4.892
H -4.669 -1.478 -1.923
H -4.970 -2.933 -2.874
H -5.198 -1.332 -3.601
C 1.691 3.823 0.083
Te 0.192 2.385 0.779
C -1.460 3.690 0.268
H 1.817 4.610 0.820
H 1.378 4.259 -0.860
H 2.630 3.294 -0.049
H -1.303 4.119 -0.713
H -1.571 4.480 1.000
H -2.354 3.078 0.256
C -3.921 -5.396 0.668
C -3.758 -4.123 1.188
C -2.548 -3.463 1.044
C -1.500 -4.071 0.365
C -1.668 -5.348 -0.155
C -2.875 -6.009 -0.004
As 0.230 -3.148 0.338
C 0.872 -4.496 1.608
C 0.508 -4.607 2.939
C 0.979 -5.669 3.694
C 1.799 -6.629 3.119
C 2.154 -6.536 1.785
C 1.692 -5.471 1.017
C 1.937 -5.266 -0.409
C 2.770 -6.024 -1.224
C 2.909 -5.710 -2.565
C 2.220 -4.639 -3.111
C 1.402 -3.864 -2.306
C 1.240 -4.177 -0.967
H -4.866 -5.911 0.788
H -4.576 -3.647 1.707
H -2.418 -2.460 1.447
H -0.847 -5.829 -0.678
H -2.998 -7.007 -0.407
H -0.146 -3.862 3.377
H 0.702 -5.752 4.733
H 2.146 -7.466 3.707
H 2.770 -7.304 1.338
H 3.321 -6.856 -0.814
H 3.575 -6.289 -3.186
H 2.337 -4.402 -4.158
H 0.884 -2.999 -2.705
```

E in hartree: -6205.9441
Kohn-Sham gap (spin up / spin down) in eV: 6.89 / 6.89